# 1
Below is a structure of composition C27H28CoN2Si, with properties calculated with wB97M-V/def2-TZVPD.

Energy = -2827.07838 hartree
<S²> = 6.021
ΔE to the lowest compared entry with this formula, charge and spin = 127.0 kJ/mol
E_HOMO (alpha / beta) = -10.48 / -11.05 eV
M = 467.55 g mol⁻¹

```
! RIJCOSX wB97M-V def2-TZVPD def2/J DEFGRID3
* xyz 1 5
C -2.745 -1.578 1.749
C -2.237 -2.260 0.601
C -0.899 -2.669 0.902
H -2.804 -2.561 -0.279
C -0.561 -2.164 2.204
C -1.727 -1.559 2.736
H -1.849 -1.198 3.749
H -3.767 -1.242 1.911
H -0.269 -3.306 0.289
H 0.380 -2.285 2.722
Co -1.038 -0.723 0.832
C 2.115 2.924 -0.448
H 2.977 2.252 -0.481
H 1.410 2.412 0.261
H 1.631 2.906 -1.431
Si 0.591 -0.989 -0.937
C 0.967 -0.457 -2.796
C 0.602 -1.407 -3.776
H 0.051 -2.300 -3.474
C 0.964 -1.280 -5.127
H 0.681 -2.066 -5.829
C 1.669 -0.152 -5.557
H 1.929 -0.050 -6.609
C 2.053 0.800 -4.609
H 2.616 1.673 -4.939
C 1.710 0.649 -3.246
H 2.044 1.406 -2.533
C 2.455 -1.521 -0.632
C 3.346 -1.890 -1.664
H 3.005 -1.820 -2.697
C 4.638 -2.388 -1.422
H 5.268 -2.660 -2.270
C 5.100 -2.565 -0.121
H 6.089 -2.986 0.072
C 4.233 -2.217 0.916
H 4.557 -2.378 1.942
C 2.952 -1.693 0.673
H 2.309 -1.439 1.515
H 0.101 -2.235 -1.551
H 2.354 3.910 -0.165
N -2.444 0.537 -0.199
C -3.079 1.473 0.694
C -4.377 1.899 0.513
C -4.980 2.709 1.489
C -4.299 3.052 2.650
C -2.958 2.621 2.851
C -2.243 2.771 4.054
C -1.025 2.139 4.204
C -0.518 1.285 3.207
N -1.180 1.094 2.044
C -2.347 1.813 1.840
H -3.137 0.067 -0.776
H -1.890 1.063 -0.881
H -4.936 1.617 -0.378
H -5.998 3.081 1.362
H -4.770 3.623 3.456
H -2.664 3.343 4.880
H -0.454 2.211 5.124
H 0.398 0.709 3.385
*
```

***

# 2
Below is a structure of composition C27H28KN7O2, with properties calculated with wB97M-V/def2-TZVPD.

Energy = -2179.41946 hartree
ΔE to the lowest compared entry with this formula, charge and spin = 60.3 kJ/mol
E_HOMO = -8.21 eV
M = 521.67 g mol⁻¹

```
! RIJCOSX wB97M-V def2-TZVPD def2/J DEFGRID3
* xyz 0 1
K -0.689 -1.087 -0.031
C -2.712 0.741 1.649
N -2.450 0.821 0.222
C -2.124 2.180 -0.175
C -0.707 2.538 0.180
C -0.401 3.594 1.032
C 0.928 3.865 1.307
C 1.904 3.078 0.720
C 1.498 2.059 -0.128
N 0.234 1.806 -0.399
C -3.524 0.269 -0.579
C -3.635 -1.235 -0.591
C -4.194 -1.844 -1.711
C -4.369 -3.213 -1.712
C -3.978 -3.937 -0.598
C -3.419 -3.244 0.461
N -3.263 -1.930 0.474
C -1.468 0.969 2.461
C -1.434 1.869 3.523
C -0.243 2.067 4.199
C 0.879 1.363 3.793
C 0.746 0.462 2.746
N -0.397 0.267 2.111
H -3.487 1.468 1.951
H -3.078 -0.266 1.856
H -2.208 2.259 -1.262
H -2.815 2.911 0.281
H -1.183 4.185 1.482
H 1.199 4.677 1.967
H 2.950 3.250 0.914
H 2.216 1.412 -0.612
H -4.506 0.671 -0.264
H -3.365 0.582 -1.611
H -4.493 -1.252 -2.564
H -4.803 -3.705 -2.569
H -4.101 -5.008 -0.559
H -3.097 -3.756 1.359
H -2.321 2.412 3.812
H -0.188 2.771 5.019
H 1.831 1.504 4.282
H 1.590 -0.110 2.383
N -0.399 -0.148 -3.254
C -0.192 -1.387 -4.006
C 0.776 -2.314 -3.280
C 0.389 -2.434 -1.792
O -0.727 -2.893 -1.497
O 1.204 -1.976 -0.964
H -0.624 0.610 -3.892
H 0.467 0.099 -2.785
H 0.196 -1.199 -5.024
H -1.164 -1.879 -4.105
H 1.794 -1.920 -3.327
H 0.753 -3.301 -3.738
N 5.499 -3.039 -2.165
C 5.260 -2.263 -1.356
C 5.032 -1.285 -0.363
C 5.984 -0.288 -0.145
C 5.721 0.678 0.809
C 4.525 0.600 1.509
N 3.637 -0.364 1.332
C 3.865 -1.284 0.413
H 6.905 -0.274 -0.711
H 6.415 1.484 0.990
H 4.268 1.336 2.261
H 3.089 -2.021 0.268
*
```

***

# 3
Below is a structure of composition C27H28N2SiY, with properties calculated with wB97M-V/def2-TZVPD.

Energy = -1482.79444 hartree
ΔE to the lowest compared entry with this formula, charge and spin = 0.0 kJ/mol
E_HOMO = -10.45 eV
M = 497.53 g mol⁻¹

```
! RIJCOSX wB97M-V def2-TZVPD def2/J DEFGRID3
* xyz 1 1
C 0.706 2.043 0.940
C -0.352 2.218 -0.005
C -1.599 2.045 0.670
H -0.237 2.522 -1.046
C -1.310 1.839 2.056
C 0.110 1.844 2.217
H 0.643 1.803 3.172
H 1.777 2.106 0.724
H -2.585 2.114 0.208
H -2.035 1.834 2.874
Y -0.446 -0.188 0.800
C -0.990 -2.228 -2.237
H -1.535 -2.471 -1.318
H -0.155 -2.924 -2.359
H -1.673 -2.351 -3.087
Si -0.325 -0.418 -2.331
C 1.382 -0.465 -3.177
C 2.140 0.719 -3.132
H 1.660 1.675 -2.893
C 3.520 0.703 -3.349
H 4.100 1.624 -3.239
C 4.151 -0.499 -3.708
H 5.226 -0.523 -3.883
C 3.387 -1.664 -3.845
H 3.875 -2.593 -4.139
C 2.004 -1.650 -3.592
H 1.409 -2.558 -3.722
C -1.390 0.780 -3.310
C -0.838 1.583 -4.313
H 0.137 1.322 -4.729
C -1.514 2.742 -4.734
H -1.072 3.403 -5.473
C -2.758 3.076 -4.190
H -3.286 3.979 -4.499
C -3.351 2.225 -3.252
H -4.331 2.463 -2.838
C -2.676 1.075 -2.833
H -3.124 0.435 -2.064
H -1.381 -0.245 -1.080
H 0.424 0.380 -1.266
N -1.962 -1.034 2.557
C -1.299 -1.442 3.790
C -2.010 -1.770 4.930
C -1.312 -2.073 6.116
C 0.071 -2.039 6.155
C 0.835 -1.699 5.006
C 2.237 -1.554 4.996
C 2.883 -1.124 3.848
C 2.138 -0.865 2.690
N 0.797 -1.043 2.657
C 0.122 -1.430 3.798
H -2.548 -1.793 2.205
H -2.640 -0.287 2.739
H -3.098 -1.782 4.904
H -1.874 -2.333 7.014
H 0.612 -2.267 7.076
H 2.790 -1.766 5.909
H 3.957 -0.965 3.823
H 2.612 -0.508 1.766
*
```

***

# 4
Below is a structure of composition C27H28N3O2S4TeTl, with properties calculated with wB97M-V/def2-TZVPD.

Energy = -3393.75195 hartree
ΔE to the lowest compared entry with this formula, charge and spin = 3.9 kJ/mol
E_HOMO = -0.92 eV
M = 886.79 g mol⁻¹

```
! RIJCOSX wB97M-V def2-TZVPD def2/J DEFGRID3
* xyz -2 1
Tl 1.342 1.206 -0.717
O 4.455 6.693 -3.402
C 4.112 5.666 -2.851
S 3.567 5.574 -1.182
C 3.271 3.842 -1.115
C 3.515 3.144 -2.255
S 3.291 1.425 -2.504
S 4.094 4.086 -3.622
S 2.665 3.183 0.391
N -0.339 1.148 6.971
C 0.890 0.800 6.468
O 1.785 0.398 7.186
C 1.044 0.993 4.992
C 0.300 1.930 4.286
C 0.460 1.999 2.909
N 1.277 1.194 2.242
C 1.998 0.309 2.918
C 1.927 0.180 4.298
H -0.512 0.857 7.919
H -1.127 1.154 6.345
H -0.377 2.610 4.787
H -0.093 2.714 2.306
H 2.635 -0.332 2.319
H 2.521 -0.552 4.828
Te -0.864 2.982 -1.253
C -2.149 1.582 -2.193
C -3.529 1.783 -2.207
C -4.380 0.849 -2.783
C -3.868 -0.312 -3.346
C -2.497 -0.522 -3.340
C -1.645 0.421 -2.781
H -3.944 2.672 -1.746
H -5.451 1.023 -2.773
H -4.534 -1.058 -3.765
H -2.078 -1.440 -3.731
H -0.579 0.224 -2.774
C -2.649 0.122 1.209
C -1.274 -0.523 1.038
C -0.847 -1.243 2.320
C -1.152 -1.493 -0.114
C -2.207 -2.356 -0.364
C -2.124 -3.394 -1.280
C -0.910 -3.565 -1.941
C 0.171 -2.724 -1.743
C 1.421 -2.997 -2.562
C 1.689 -1.901 -3.596
C 2.667 -3.273 -1.717
C 0.100 -1.610 -0.821
N 1.220 -0.871 -0.648
H -2.598 0.926 1.952
H -3.401 -0.596 1.552
H -2.994 0.559 0.271
H -0.565 0.284 0.866
H -1.543 -2.061 2.536
H -0.832 -0.568 3.184
H 0.147 -1.672 2.191
H -3.135 -2.219 0.185
H -2.968 -4.048 -1.469
H -0.804 -4.377 -2.658
H 1.211 -3.918 -3.123
H 1.914 -0.957 -3.102
H 0.818 -1.758 -4.241
H 2.542 -2.164 -4.231
H 2.931 -2.382 -1.149
H 3.505 -3.560 -2.362
H 2.480 -4.090 -1.014
*
```